{
  "formula": "C3H10NO2",
  "method": "ωB97M-V/def2-TZVPD",
  "lumo_ev": -3.4,
  "gap_ev": 11.29,
  "relative_energy_ev": 0.715,
  "fmax_ev_per_a": 1.4,
  "charge": 1,
  "symbols": ["O", "C", "C", "C", "N", "H", "H", "H", "H", "H", "H", "H", "H", "H", "H", "O"],
  "coordinates": [[-1.1746, 0.4627, 1.4392], [-0.0717, 0.8673, 1.2590], [0.7529, 0.4114, 0.0500], [1.1816, 1.5753, -0.8234], [-0.0549, -0.5857, -0.7306], [0.5189, 1.5637, 1.8717], [1.6481, -0.0789, 0.4451], [1.1575, 2.5090, -0.2572], [2.2039, 1.5049, -1.1732], [0.5403, 1.7851, -1.6843], [-0.7435, -0.0923, -1.2995], [0.5573, -1.0862, -1.3876], [-0.5508, -1.3155, -0.1717], [-2.3195, -3.0633, 0.3637], [-1.8602, -2.1718, 1.5287], [-1.7856, -2.2858, 0.5700]],
  "forces_ev_per_angstrom": [[-0.51, 0.08, 0.47], [0.99, -0.27, -1.01], [-0.11, -0.04, 0.16], [0.14, 0.96, -0.10], [0.78, -0.27, -0.52], [-0.43, 0.19, 0.45], [-0.19, -0.21, -0.06], [-0.02, -0.07, 0.19], [0.11, -0.30, -0.17], [-0.11, -0.35, 0.10], [-0.21, -0.07, 0.16], [-0.15, 0.20, 0.13], [-0.34, 0.20, 0.23], [0.12, 0.05, -0.07], [-0.06, 0.08, -0.22], [0.01, -0.16, 0.28]]
}



{
  "formula": "C48H54As2ClKN2O14S2",
  "method": "ωB97M-V/def2-TZVPD",
  "lumo_ev": [3.6, 3.6],
  "gap_ev": [5.82, 3.45],
  "relative_energy_ev": 1.810,
  "fmax_ev_per_a": 3.3,
  "charge": -2,
  "symbols": ["K", "S", "C", "C", "C", "C", "C", "C", "N", "C", "C", "C", "C", "C", "C", "C", "H", "H", "H", "H", "H", "H", "H", "H", "O", "H", "H", "O", "H", "H", "C", "C", "S", "O", "C", "C", "H", "H", "H", "H", "H", "H", "H", "H", "H", "H", "C", "O", "C", "O", "C", "C", "As", "C", "C", "C", "As", "C", "C", "O", "O", "C", "C", "O", "O", "C", "C", "O", "O", "C", "H", "H", "H", "H", "H", "H", "H", "H", "H", "H", "H", "H", "H", "H", "H", "H", "H", "H", "C", "C", "C", "C", "Cl", "C", "C", "C", "O", "C", "C", "O", "O", "H", "H", "H", "H", "H", "H", "H", "H", "C", "C", "C", "C", "C", "C", "C", "C", "N", "H", "H", "H", "H", "H", "H"],
  "coordinates": [[0.5027, 0.3589, -0.5881], [3.8985, 2.9244, 0.9005], [4.7009, 1.4730, 0.4009], [5.9980, 1.3179, -0.0426], [6.4237, 0.0480, -0.3973], [5.5503, -1.0314, -0.3250], [4.2518, -0.8753, 0.1096], [3.8026, 0.3839, 0.5077], [2.5720, 0.6887, 0.9716], [2.4197, 1.9656, 1.2096], [1.2227, 2.6363, 1.6012], [1.1546, 4.0332, 1.4203], [0.0154, 4.7468, 1.6937], [-1.1219, 4.0867, 2.1436], [-1.0613, 2.7226, 2.3746], [0.0887, 1.9842, 2.1493], [6.6513, 2.1730, -0.1342], [7.4337, -0.0983, -0.7524], [5.8956, -2.0093, -0.6360], [3.5600, -1.6976, 0.1223], [2.0262, 4.5515, 1.0463], [0.0016, 5.8185, 1.5453], [-2.0380, 4.6281, 2.3320], [-1.9308, 2.2147, 2.7707], [-2.4989, -2.6320, 0.1578], [-1.6575, -2.7893, 0.6086], [-2.4596, -1.6910, -0.0674], [1.2271, 3.3081, -2.3002], [1.7168, 2.4785, -2.2547], [0.3326, 3.0334, -2.0675], [2.9273, -3.9396, 1.7048], [2.3724, -4.1073, 0.3047], [1.1472, -2.7371, -0.0748], [0.2445, -2.7542, 1.0890], [0.2547, -3.6759, -1.3867], [1.1347, -3.8679, -2.6028], [3.5060, -4.8157, 1.9935], [2.1015, -3.8110, 2.4002], [3.5705, -3.0666, 1.7773], [1.8415, -5.0524, 0.2131], [3.1540, -4.0472, -0.4487], [-0.6062, -3.0512, -1.6344], [-0.0995, -4.6092, -0.9486], [1.5574, -2.9006, -2.8848], [0.5596, -4.2405, -3.4542], [1.9488, -4.5663, -2.4136], [4.3056, -1.6345, -3.7951], [3.7548, -0.5242, -3.1351], [2.4024, -0.2636, -3.1633], [2.0266, 0.4131, -2.1607], [1.4822, -0.7317, -4.1051], [1.6945, -1.1511, -5.4326], [0.7095, -2.6216, -6.2783], [0.2205, -1.7483, -7.9881], [-1.0539, -2.4042, -5.4894], [-1.3407, -1.7933, -4.3234], [-0.3073, -0.4638, -3.3126], [-0.8145, 1.0070, -4.5017], [-2.6106, -1.9156, -3.6333], [-3.1897, -0.9620, -3.1486], [-3.0328, -3.1889, -3.4684], [-4.1557, -3.3610, -2.6177], [-2.0662, -3.1174, -6.2343], [-1.8703, -4.1196, -6.9012], [-3.2884, -2.5176, -6.1756], [-4.3479, -3.1945, -6.8089], [2.8018, -0.9092, -6.2768], [3.1473, -1.7420, -7.1368], [3.5380, 0.2581, -6.2782], [3.0551, 1.4183, -5.6478], [4.7104, -1.3529, -4.7700], [3.5693, -2.4290, -3.9446], [5.1168, -1.9926, -3.1549], [1.1120, -1.6547, -8.6040], [-0.1995, -0.7595, -7.7991], [-0.5177, -2.3564, -8.5105], [-0.6644, 0.7138, -5.5438], [-0.1946, 1.8669, -4.2515], [-1.8594, 1.2587, -4.3286], [-4.4042, -4.4209, -2.6524], [-4.9980, -2.7589, -2.9639], [-3.9006, -3.0611, -1.5981], [-5.2407, -2.5936, -6.6380], [-4.4742, -4.1937, -6.3820], [-4.1558, -3.2954, -7.8819], [3.2481, 1.4086, -4.5729], [1.9805, 1.5511, -5.8073], [3.5976, 2.2445, -6.1127], [-6.1832, 0.1787, -3.2160], [-6.0794, -0.3034, -1.8040], [-6.9204, -1.2807, -1.3124], [-6.7510, -1.7622, -0.0242], [-7.8495, -2.9668, 0.5692], [-5.7143, -1.3210, 0.7699], [-4.8733, -0.3321, 0.2923], [-5.0643, 0.2153, -0.9729], [-4.3898, 1.2659, -1.4704], [-3.3610, 1.8761, -0.7235], [-1.9807, 1.1807, -0.8616], [-1.1143, 1.8019, -1.4961], [-1.7990, 0.0915, -0.2900], [-6.9445, -0.3755, -3.7629], [-5.2109, 0.0371, -3.6853], [-6.4133, 1.2424, -3.2514], [-7.7056, -1.6789, -1.9391], [-5.5471, -1.7461, 1.7463], [-4.0428, -0.0197, 0.9024], [-3.6217, 1.9340, 0.3380], [-3.2707, 2.8845, -1.1326], [0.0915, 0.5388, 2.5711], [-0.5873, 0.3915, 3.9006], [-1.8206, -0.2545, 4.0072], [-2.4653, -0.3677, 5.2179], [-1.8786, 0.1569, 6.3817], [-0.6451, 0.8227, 6.2776], [-0.0223, 0.9355, 5.0572], [-2.5011, 0.0315, 7.6271], [-3.0148, -0.0666, 8.6572], [-0.4195, -0.0689, 1.8202], [1.1218, 0.1874, 2.6348], [-2.2697, -0.6709, 3.1171], [-3.4215, -0.8670, 5.2873], [-0.1971, 1.2389, 7.1693], [0.9232, 1.4555, 4.9839]],
  "forces_ev_per_angstrom": [[0.69, -0.32, 2.52], [0.04, 0.17, -0.02], [0.13, 0.01, 0.03], [-0.30, 0.10, 0.02], [0.34, -0.20, -0.15], [0.11, -0.09, -0.05], [0.02, -0.06, 0.05], [0.24, 0.28, 0.10], [0.28, -1.79, 0.03], [-0.53, 1.77, 0.43], [0.92, -0.51, -0.30], [-0.12, 0.71, 0.17], [0.32, 0.01, -0.11], [-0.53, 0.20, 0.09], [0.15, -0.12, -0.08], [-0.50, 0.22, 0.12], [0.11, 0.07, 0.02], [0.10, -0.03, -0.04], [0.02, -0.09, -0.02], [-0.02, -0.11, 0.00], [-0.03, 0.06, -0.10], [0.01, 0.06, -0.06], [-0.08, 0.05, 0.02], [-0.10, -0.02, 0.06], [-0.16, -0.25, 0.04], [0.11, 0.04, 0.07], [0.06, 0.33, -0.05], [0.09, 0.12, -0.17], [0.20, -0.14, 0.00], [-0.28, -0.01, 0.13], [-0.12, 0.18, 0.00], [-0.15, 0.66, -0.18], [0.58, -1.79, -1.01], [-0.87, 0.30, 1.14], [0.28, 0.42, 0.05], [0.06, 0.03, -0.08], [0.01, -0.08, 0.00], [-0.03, -0.03, 0.15], [0.06, 0.08, 0.04], [-0.17, -0.01, -0.12], [0.07, -0.04, -0.14], [-0.04, -0.03, 0.16], [-0.02, 0.05, 0.15], [0.07, -0.11, -0.17], [0.00, 0.05, 0.07], [0.06, -0.04, -0.02], [0.20, -0.44, -0.34], [-0.87, 0.48, -0.17], [0.99, 0.71, 1.93], [1.80, -0.31, -2.77], [-0.66, -0.31, -0.91], [-0.58, -0.14, 0.75], [0.29, 0.24, -0.32], [-0.02, 0.02, 0.00], [0.42, 0.89, 1.32], [0.83, -0.27, -1.14], [0.56, -0.31, -0.83], [-0.20, 0.12, -0.11], [-1.53, -0.03, 0.78], [0.19, -0.49, -0.26], [0.65, 0.22, -0.29], [-0.44, 0.17, 0.34], [-1.13, -1.24, -0.86], [-0.26, 0.62, 0.38], [0.70, 0.22, 0.12], [-0.19, -0.35, -0.28], [1.25, -0.19, -1.38], [-0.14, 0.69, 0.57], [-0.16, -0.99, -0.04], [-0.29, 0.52, 0.30], [0.04, -0.05, 0.09], [0.06, 0.01, 0.05], [-0.08, -0.01, -0.08], [0.02, -0.04, 0.07], [0.04, -0.02, 0.03], [0.01, -0.07, 0.04], [0.05, -0.02, 0.11], [0.04, 0.01, 0.06], [-0.02, -0.01, 0.04], [0.04, 0.06, -0.01], [0.01, -0.06, -0.02], [-0.04, -0.08, -0.07], [0.08, -0.04, -0.01], [-0.02, 0.08, -0.05], [-0.06, -0.01, 0.12], [0.06, 0.15, -0.16], [0.08, -0.02, -0.01], [-0.09, -0.01, 0.13], [0.09, 0.07, 0.08], [0.24, 0.15, 0.03], [0.12, 0.06, 0.09], [0.19, 0.06, 0.00], [-0.25, -0.34, 0.17], [-0.24, -0.09, -0.15], [0.19, 0.25, -0.13], [-0.52, -0.31, 0.26], [-0.13, -0.23, -0.41], [0.59, 0.31, 0.20], [-1.00, 0.81, 0.03], [-0.39, 1.18, -0.81], [-1.47, -1.03, 0.62], [-0.05, -0.01, -0.03], [-0.01, 0.05, -0.18], [-0.03, 0.10, -0.06], [-0.07, -0.03, -0.04], [-0.01, -0.06, 0.09], [0.12, 0.06, 0.02], [-0.05, 0.05, -0.02], [0.01, -0.15, 0.10], [0.12, -0.07, 0.06], [-0.20, -0.24, 0.05], [0.29, 0.07, -0.16], [0.03, 0.08, 0.69], [0.72, 0.18, -1.64], [-0.34, -0.21, 0.17], [0.09, -0.06, -0.21], [-0.87, -0.15, 1.53], [0.19, 0.02, -0.34], [-0.01, -0.21, 0.17], [-0.09, -0.08, 0.00], [-0.04, -0.06, -0.12], [-0.05, -0.04, 0.01], [0.04, 0.02, 0.03], [0.06, 0.05, -0.05]]
}



{
  "formula": "C4H7NO2",
  "method": "ωB97M-V/def2-TZVPD",
  "lumo_ev": 0.3,
  "gap_ev": 10.51,
  "relative_energy_ev": 4.880,
  "smiles": "C=C(C)C[N+](=O)[O-]",
  "fmax_ev_per_a": 4.1,
  "symbols": ["C", "C", "C", "C", "N", "O", "O", "H", "H", "H", "H", "H", "H", "H"],
  "coordinates": [[-0.7555, -1.4019, -0.3861], [-0.1063, -0.2553, -0.1093], [-0.4297, 0.5941, 1.1041], [1.2833, 0.2225, -0.9154], [2.5133, 0.0448, -0.0938], [3.1285, -0.9709, -0.1470], [2.8194, 1.0226, 0.5656], [-0.6311, -1.9599, -1.2782], [-1.7223, -1.6114, 0.0130], [-0.3646, 1.6632, 0.8727], [-1.4162, 0.2378, 1.5388], [0.2977, 0.4260, 1.9265], [1.3030, -0.1898, -1.9065], [1.3088, 1.3569, -0.8400]],
  "forces_ev_per_angstrom": [[0.07, 2.06, -0.76], [2.29, -0.39, -0.13], [-0.38, -0.92, 0.58], [-3.04, 1.79, 2.18], [-0.48, 0.60, -0.19], [0.71, -1.50, -0.04], [0.15, -0.04, 0.37], [0.92, -0.56, -0.67], [-0.35, -0.03, 0.99], [-0.46, -0.21, 0.09], [0.98, 0.88, -0.66], [-0.14, 0.03, -0.58], [0.51, -0.32, -0.17], [-0.77, -1.39, -1.01]]
}



{
  "formula": "C5H10O",
  "method": "ωB97M-V/def2-TZVPD",
  "lumo_ev": 1.0,
  "gap_ev": 9.33,
  "relative_energy_ev": 3.332,
  "fmax_ev_per_a": 0.4,
  "symbols": ["C", "C", "C", "C", "C", "O", "H", "H", "H", "H", "H", "H", "H", "H", "H", "H"],
  "coordinates": [[1.9829, 0.1068, 0.4587], [0.7768, 0.6213, -0.2950], [-0.0448, -0.4086, -1.0588], [-1.4843, 0.0352, -0.7641], [-1.4335, 0.8835, 0.4945], [-0.1812, 1.1694, 0.6934], [2.4446, 0.9054, 1.0464], [2.7279, -0.2816, -0.2437], [1.6891, -0.7016, 1.1368], [1.0460, 1.4755, -0.9263], [0.1981, -0.4145, -2.1245], [0.1417, -1.4139, -0.6629], [-2.2037, -0.7823, -0.6604], [-1.8850, 0.7067, -1.5383], [-1.8217, -1.3028, 2.3289], [-1.9529, -0.5985, 2.1152]],
  "forces_ev_per_angstrom": [[0.02, -0.01, 0.01], [0.12, -0.07, -0.14], [0.06, -0.03, 0.03], [-0.09, 0.01, 0.03], [0.31, 0.03, -0.29], [-0.30, 0.01, 0.05], [-0.06, -0.11, -0.09], [-0.11, 0.06, 0.09], [0.03, 0.11, -0.10], [-0.02, -0.11, 0.07], [-0.04, 0.01, 0.16], [-0.03, 0.16, -0.03], [0.09, 0.15, 0.00], [0.04, -0.06, 0.09], [-0.01, -0.03, 0.03], [-0.02, -0.11, 0.09]]
}



{
  "formula": "C5H6O2",
  "method": "ωB97M-V/def2-TZVPD",
  "lumo_ev": 0.6,
  "gap_ev": 8.68,
  "relative_energy_ev": 4.072,
  "fmax_ev_per_a": 1.5,
  "symbols": ["C", "C", "C", "C", "C", "O", "O", "H", "H", "H", "H", "H", "H"],
  "coordinates": [[-1.6406, -0.8347, -0.0910], [-0.2671, -0.3517, 0.2152], [0.3996, 1.5338, -0.0740], [0.7278, 0.2363, -0.6366], [1.8605, -0.6371, 0.4062], [2.8996, -0.6449, 0.9475], [0.4529, -0.8059, 1.2264], [-2.2508, -0.7991, 0.8117], [-1.6360, -1.8716, -0.4625], [-2.0743, -0.1891, -0.8548], [0.5819, 1.7605, 0.9661], [0.3186, 2.4129, -0.7306], [0.6278, 0.1905, -1.7237]],
  "forces_ev_per_angstrom": [[-0.01, 0.28, 0.08], [0.05, 0.28, -0.02], [0.10, -0.16, 0.22], [0.50, -0.41, -0.13], [-0.15, 1.24, 0.55], [-1.22, -0.21, -0.84], [0.38, -0.09, -0.35], [-0.09, -0.01, -0.12], [0.22, 0.23, 0.14], [-0.09, -0.09, 0.09], [0.11, -0.23, -0.03], [-0.29, -0.62, 0.22], [0.48, -0.22, 0.19]]
}